# 1
The following is a DFT calculation (wB97M-V/def2-TZVPD) of C43H66ClN4O4Y as an isolated structure.

XYZ file:
```
119
C43H66ClN4O4Y (wB97M-V/def2-TZVPD)
Y -0.3268 -0.2182 -0.4783
C 0.1635 3.4512 0.5031
N 0.7557 2.1122 0.5594
C 1.8697 2.0984 -0.3992
C 1.2358 1.9082 1.9283
C 1.8756 0.5417 2.1476
N 1.0417 -0.6077 1.7703
C 1.9200 -1.7947 1.8538
C 1.5036 -3.0558 1.1383
C 1.7686 -4.2815 1.7295
C 1.7161 -5.4621 1.0017
C 1.4114 -5.3600 -0.3542
C 1.1410 -4.1625 -0.9896
C 1.1334 -2.9656 -0.2213
O 0.9015 -1.7867 -0.7565
C 1.0299 -4.0789 -2.5098
C 2.2217 -3.2445 -3.0059
C 1.0750 -5.4377 -3.2178
C -0.2778 -3.3961 -2.9263
C 2.0019 -6.8347 1.6010
C 0.6827 -7.6185 1.6545
C 2.5837 -6.7409 3.0144
C 3.0217 -7.5978 0.7407
C -0.0528 -0.7554 2.7553
C -0.8647 -2.0232 2.6763
C -0.8565 -2.8965 3.7490
C -1.7468 -3.9567 3.8449
C -2.6695 -4.0921 2.8151
C -2.7092 -3.2569 1.7122
C -1.7634 -2.1980 1.6003
O -1.7543 -1.3488 0.5892
C -3.7913 -3.4294 0.6485
C -4.8170 -4.5300 0.9430
C -4.5739 -2.1136 0.5565
C -3.1048 -3.7637 -0.6828
C -1.7359 -4.8597 5.0733
C -0.3720 -5.5516 5.1972
C -2.8146 -5.9466 5.0201
C -1.9948 -4.0050 6.3238
H 0.9072 4.2191 0.7673
H -0.6641 3.5309 1.2060
H -0.1861 3.6511 -0.5074
H 2.6511 2.8188 -0.1142
H 1.4724 2.3762 -1.3738
H 2.3059 1.1030 -0.4905
H 0.3902 2.0468 2.6091
H 1.9955 2.6705 2.1845
H 2.1619 0.4716 3.2124
H 2.7986 0.5033 1.5624
H 2.1147 -2.0248 2.9139
H 2.8792 -1.5156 1.3931
H 2.0546 -4.2874 2.7712
H 1.4098 -6.2631 -0.9414
H 3.1582 -3.7043 -2.6950
H 2.1738 -2.2442 -2.5831
H 2.2097 -3.1766 -4.0931
H 2.0262 -5.9394 -3.0603
H 0.9501 -5.2767 -4.2874
H 0.2680 -6.0837 -2.8819
H -0.3781 -2.4459 -2.4025
H -1.1226 -4.0336 -2.6787
H -0.2724 -3.2122 -4.0004
H -0.0631 -7.0483 2.2047
H 0.8248 -8.5809 2.1445
H 0.2980 -7.7936 0.6525
H 1.8943 -6.2489 3.6918
H 3.5225 -6.1916 3.0040
H 2.7789 -7.7396 3.4009
H 2.6420 -7.8050 -0.2558
H 3.2674 -8.5503 1.2071
H 3.9372 -7.0178 0.6444
H -0.7440 0.0876 2.6118
H 0.3767 -0.6877 3.7700
H -0.1572 -2.7103 4.5520
H -3.4122 -4.8681 2.8789
H -5.3627 -4.3286 1.8625
H -4.3563 -5.5125 1.0067
H -5.5408 -4.5553 0.1290
H -5.1155 -1.9413 1.4850
H -5.2880 -2.1348 -0.2659
H -3.8708 -1.3024 0.4164
H -2.8266 -4.8154 -0.6950
H -2.1932 -3.1824 -0.7834
H -3.7679 -3.5721 -1.5268
H -0.2371 -6.2484 4.3732
H -0.3045 -6.1068 6.1324
H 0.4390 -4.8282 5.1706
H -2.6920 -6.5777 4.1433
H -3.8075 -5.5038 5.0022
H -2.7429 -6.5800 5.9034
H -1.2105 -3.2674 6.4707
H -2.0400 -4.6335 7.2118
H -2.9418 -3.4783 6.2262
N -2.3058 -0.5489 -2.1165
C -3.3278 0.4998 -2.1946
C -3.5029 1.1724 -0.8293
N -2.1936 1.4798 -0.2514
H -2.0250 -0.8204 -3.0566
H -2.7256 -1.3659 -1.6683
H -4.3010 0.1026 -2.5189
H -3.0098 1.2466 -2.9267
H -4.0276 0.4978 -0.1501
H -4.1186 2.0758 -0.9590
H -2.3435 1.9444 0.6392
H -1.7373 2.1384 -0.8914
Cl -1.5487 1.6870 -8.0515
C -1.2132 1.8578 -6.3571
C -1.8224 2.8981 -5.6376
C -1.5965 3.0395 -4.2993
C -0.7664 2.1258 -3.5677
O -0.6144 2.2169 -2.3169
C -0.1327 1.0941 -4.3500
C 0.7290 0.1641 -3.7075
O 0.9378 0.0916 -2.4907
C -0.3579 0.9951 -5.7335
H -2.4675 3.5855 -6.1652
H -2.0557 3.8540 -3.7555
H 1.2675 -0.5312 -4.3797
H 0.1473 0.2168 -6.2857
```

- HOMO energy (eV) = -7.087

Mulliken atomic charge list, values in e, 5 entries: atom 1 (Y): 0.969, atom 2 (C): -1.318, atom 3 (N): 1.137, atom 4 (C): -1.362, atom 5 (C): -1.564

# 2
The following is a DFT calculation (wB97M-V/def2-TZVPD) of a 9-piece molecular cluster, H18O9 overall.

XYZ file:
```
27
H18O9 (wB97M-V/def2-TZVPD)
O 0.3931 0.5724 0.3287
H 1.3373 0.4146 0.3829
H -0.0707 -0.2418 -0.0155
O 1.3292 -1.8278 -1.5203
H 2.0280 -2.2425 -2.0079
H 0.9832 -1.3345 -2.2199
O -1.6683 0.1609 -2.1149
H -1.3841 -0.7076 -2.6343
H -0.8012 0.6226 -2.0746
O 2.7343 -0.7545 0.6215
H 2.4114 -1.1590 1.3893
H 2.2735 -1.2272 -0.1995
O -3.2046 -1.2259 -0.2698
H -2.5696 -2.0116 -0.1341
H -2.7152 -0.6221 -0.8805
O -0.6257 -2.1635 0.3642
H -0.3062 -2.4418 1.1876
H 0.1322 -2.4453 -0.3367
O -1.5193 0.8632 2.3576
H -1.8595 0.1149 2.8866
H -0.9539 0.2877 1.7159
O 2.1840 2.9717 -0.3801
H 1.3065 2.7792 0.0383
H 1.8679 3.7744 -0.7096
O -0.4235 2.9079 1.1179
H -0.9230 2.1053 1.0771
H 0.0441 2.8301 2.0301
```

- SMILES = O.O.O.O.O.O.O.O.O
- HOMO energy (eV) = -10.343

natural (NBO) atomic charge list, values in e, 5 entries: atom 1 (O): -1.015, atom 2 (H): 0.507, atom 3 (H): 0.486, atom 4 (O): -0.934, atom 5 (H): 0.498